C2H4N2 | ωB97M-V/def2-TZVPD

Geometry as ORCA input:
```
! wB97M-V def2-TZVPD RIJCOSX def2/J DEFGRID3
* xyz 0 1
C -0.659 0.656 -0.032
C -0.654 -0.692 -0.070
N 0.726 0.685 -0.126
N 0.735 -0.692 0.062
H -1.390 1.556 0.160
H -1.346 -1.443 0.055
H 1.316 1.047 0.551
H 1.272 -1.117 -0.600
*
```

## Properties
- LUMO: 1.33 eV
- Max |F|: 3.6 eV Å⁻¹
- Calculated total energy: -5115.5856 eV
- Kohn-Sham gap: 0.3584 Eh

C2H4N2O | ωB97M-V/def2-TZVPD

Geometry as ORCA input:
```
! wB97M-V def2-TZVPD RIJCOSX def2/J DEFGRID3
* xyz 0 1
C -1.113 0.132 -0.161
C 1.337 0.052 0.015
H -0.434 -1.598 0.094
H -2.006 0.659 -0.078
H -0.056 1.765 0.019
H 2.116 0.691 0.350
N -1.408 -1.174 0.036
N 0.166 0.688 -0.115
O 1.398 -1.215 -0.159
*
```

## Properties
- LUMO: 0.37 eV
- Max |F|: 7.5 eV Å⁻¹
- Calculated total energy: -7165.0579 eV
- Structure (SMILES): [H]/N=C\NC=O
- Kohn-Sham gap: 0.3782 Eh

C2H4N2O | ωB97M-V/def2-TZVPD

Geometry as ORCA input:
```
! wB97M-V def2-TZVPD RIJCOSX def2/J DEFGRID3
* xyz 0 1
N -0.927 -0.984 0.031
C 0.294 -0.733 0.450
N 0.654 0.543 0.428
C -0.316 1.327 -0.644
O -0.010 2.446 -0.886
H -1.175 -1.945 -0.159
H 0.994 -1.517 0.757
H 1.617 0.800 0.606
H -1.130 0.062 -0.583
*
```

## Properties
- LUMO: 0.79 eV
- Max |F|: 0.8 eV Å⁻¹
- Calculated total energy: -7164.4842 eV
- Kohn-Sham gap: 0.3331 Eh

C2H4N2O | ωB97M-V/def2-TZVPD

Geometry as ORCA input:
```
! wB97M-V def2-TZVPD RIJCOSX def2/J DEFGRID3
* xyz 0 1
C -1.461 -0.496 0.033
C 1.443 -0.141 0.019
H -2.713 -0.455 -0.289
H -0.758 -1.432 -0.168
H 0.545 2.024 0.022
H 0.781 -1.006 0.379
N -0.956 0.715 0.055
N 0.510 0.875 -0.028
O 2.610 -0.084 -0.025
*
```

## Properties
- LUMO: 0.35 eV
- Max |F|: 5.3 eV Å⁻¹
- Calculated total energy: -7163.0542 eV
- Structure (SMILES): C=NNC=O
- Kohn-Sham gap: 0.3752 Eh

C2H4N2O | ωB97M-V/def2-TZVPD

Geometry as ORCA input:
```
! wB97M-V def2-TZVPD RIJCOSX def2/J DEFGRID3
* xyz 0 1
N -0.830 1.230 1.533
C -0.577 0.805 0.369
N 0.221 -0.319 0.202
C 0.502 -0.781 -1.002
O 1.296 -1.855 -1.034
H -1.424 2.053 1.483
H -0.902 1.198 -0.593
H 0.567 -0.750 1.046
H 1.147 -1.580 -2.003
*
```

## Properties
- LUMO: 1.11 eV
- Max |F|: 2.8 eV Å⁻¹
- Calculated total energy: -7164.0443 eV
- Kohn-Sham gap: 0.3822 Eh

C2H4N2O | ωB97M-V/def2-TZVPD

Geometry as ORCA input:
```
! wB97M-V def2-TZVPD RIJCOSX def2/J DEFGRID3
* xyz 0 3
C 1.245 -0.596 0.005
C -1.080 0.608 0.022
N 1.156 0.691 -0.050
N 0.193 1.397 0.014
O -0.916 -0.696 0.023
H 1.838 -1.032 -0.656
H 1.056 -1.021 0.897
H -1.492 1.137 0.921
H -1.639 1.189 -0.704
*
```

## Properties
- LUMO (spin up / spin down): 0.93 / -2.73 eV
- Max |F|: 4.4 eV Å⁻¹
- Calculated total energy: -7159.6128 eV
- Kohn-Sham gap (spin up / spin down): 0.2832 / 0.2431 Eh

C2H4N2O2 | ωB97M-V/def2-TZVPD

Geometry as ORCA input:
```
! wB97M-V def2-TZVPD RIJCOSX def2/J DEFGRID3
* xyz 0 1
C -2.089 0.305 -0.094
C 1.027 -0.030 0.868
N 0.529 -0.575 -1.284
N 1.213 0.005 -0.383
O -2.704 -0.619 0.189
O -1.429 1.209 -0.315
H 0.205 -0.503 1.281
H 1.666 0.558 1.396
H -0.367 -0.851 -0.802
H 1.949 0.500 -0.857
*
```

## Properties
- LUMO (spin up / spin down): 0.63 / 0.63 eV
- Max |F|: 2.8 eV Å⁻¹
- Calculated total energy: -9211.7120 eV
- Kohn-Sham gap (spin up / spin down): 0.3162 / 0.3162 Eh

C2H4N2O2 | ωB97M-V/def2-TZVPD

Geometry as ORCA input:
```
! wB97M-V def2-TZVPD RIJCOSX def2/J DEFGRID3
* xyz 0 1
C 0.657 0.165 0.742
C 0.421 0.410 -0.672
N -0.216 -0.736 1.285
N -1.382 -0.641 -0.055
O -2.477 -1.102 0.018
O -0.951 0.267 -0.961
H 1.711 -0.308 0.849
H 0.760 1.076 1.293
H 0.615 1.326 -1.186
H 0.861 -0.457 -1.312
*
```

## Properties
- LUMO (spin up / spin down): -0.63 / -0.63 eV
- Max |F|: 5.9 eV Å⁻¹
- Calculated total energy: -9206.9250 eV
- Kohn-Sham gap (spin up / spin down): 0.2874 / 0.2874 Eh

C2H4N2O2 | ωB97M-V/def2-TZVPD

Geometry as ORCA input:
```
! wB97M-V def2-TZVPD RIJCOSX def2/J DEFGRID3
* xyz 0 1
C -1.091 -0.023 -0.012
C 0.137 0.705 0.222
N 0.370 -0.461 -0.167
N 3.305 0.212 -0.253
O 4.296 0.660 0.144
O 3.137 -1.143 0.018
H -1.470 -0.389 0.889
H -1.813 0.130 -0.888
H 0.530 1.587 0.789
H 2.187 -1.161 -0.074
*
```

## Properties
- LUMO: 0.74 eV
- Max |F|: 2.0 eV Å⁻¹
- Calculated total energy: -9208.7425 eV
- Structure (SMILES): C1=NC1.O=NO
- Kohn-Sham gap: 0.3968 Eh

C2H4N2O2 | ωB97M-V/def2-TZVPD

Geometry as ORCA input:
```
! wB97M-V def2-TZVPD RIJCOSX def2/J DEFGRID3
* xyz 0 1
C -0.487 -0.546 0.087
C 0.884 -0.274 -0.188
O -0.214 -2.154 0.512
N 0.240 1.470 -0.493
N -0.269 2.229 0.298
O 2.008 -0.558 -0.225
H 0.255 -2.654 -0.175
H -0.402 3.182 -0.110
H -0.844 -0.168 1.046
H -1.170 -0.528 -0.753
*
```

## Properties
- LUMO (spin up / spin down): 0.44 / 0.44 eV
- Max |F|: 6.8 eV Å⁻¹
- Calculated total energy: -9208.8740 eV
- Kohn-Sham gap (spin up / spin down): 0.2998 / 0.2998 Eh